# 1
Density functional theory data (ωB97M-V with the def2-TZVPD basis set) for C45H58NOP2S5SeSi4TeTl as an isolated structure in a non-equilibrium geometry.

Results
energy above the lowest of the compared OMol25 structures with the same formula, charge and spin = 2.221 eV
total charge = -2
Kohn-Sham gap = 0.19554 Ha
HOMO level = -1.42 eV
E_tot = -232747.1773 eV
2S+1 = 1

Each line ends with the Löwdin charge.
Atoms and positions in Å:
1 Tl 0.59 -0.84 1.23  -0.273
2 O -2.79 1.48 -0.87  -0.507
3 S -1.54 0.89 -1.39  0.853
4 C -2.17 -0.20 -2.70  -0.357
5 C -3.32 0.17 -3.37  -0.100
6 C -3.83 -0.64 -4.38  -0.083
7 C -3.18 -1.83 -4.69  -0.078
8 C -2.08 -2.23 -3.95  -0.079
9 C -1.57 -1.43 -2.93  -0.360
10 P -0.19 -2.01 -1.87  1.001
11 C -0.69 -3.77 -1.89  -0.382
12 C 0.01 -4.83 -2.45  -0.089
13 C -0.45 -6.12 -2.31  -0.105
14 C -1.60 -6.39 -1.59  -0.113
15 C -2.32 -5.34 -1.04  -0.094
16 C -1.87 -4.04 -1.19  -0.176
17 C 1.13 -1.95 -3.14  -0.405
18 C 2.33 -2.60 -2.86  -0.172
19 C 3.40 -2.51 -3.73  -0.096
20 C 3.29 -1.76 -4.88  -0.106
21 C 2.11 -1.08 -5.16  -0.097
22 C 1.04 -1.17 -4.29  -0.101
23 C -0.97 2.26 -2.46  -0.342
24 C -1.28 2.46 -3.80  -0.068
25 C -1.03 3.68 -4.39  -0.084
26 C -0.50 4.72 -3.64  -0.083
27 C -0.14 4.51 -2.32  -0.080
28 C -0.35 3.26 -1.74  -0.381
29 P 0.27 2.86 -0.05  0.872
30 C 1.97 3.49 -0.33  -0.421
31 C 2.73 3.98 0.73  -0.176
32 C 4.06 4.32 0.55  -0.084
33 C 4.65 4.18 -0.69  -0.104
34 C 3.91 3.69 -1.75  -0.114
35 C 2.58 3.34 -1.57  -0.190
36 C -0.56 4.31 0.74  -0.349
37 C -0.02 5.51 1.20  -0.096
38 C -0.80 6.43 1.87  -0.107
39 C -2.15 6.18 2.07  -0.116
40 C -2.71 5.00 1.60  -0.089
41 C -1.92 4.08 0.95  -0.097
42 H -3.81 1.09 -3.08  0.112
43 H -4.72 -0.34 -4.91  0.096
44 H -3.55 -2.45 -5.49  0.097
45 H -1.60 -3.18 -4.16  0.112
46 H 0.93 -4.64 -3.00  0.089
47 H 0.11 -6.94 -2.75  0.091
48 H -1.93 -7.41 -1.45  0.088
49 H -3.22 -5.53 -0.48  0.099
50 H -2.41 -3.22 -0.73  0.068
51 H 2.42 -3.16 -1.93  0.085
52 H 4.32 -3.02 -3.49  0.101
53 H 4.13 -1.67 -5.56  0.090
54 H 2.03 -0.48 -6.05  0.092
55 H 0.14 -0.62 -4.50  0.095
56 H -1.72 1.67 -4.39  0.095
57 H -1.25 3.83 -5.44  0.096
58 H -0.34 5.69 -4.09  0.096
59 H 0.30 5.30 -1.73  0.113
60 H 2.28 4.08 1.71  0.034
61 H 4.63 4.68 1.39  0.097
62 H 5.70 4.43 -0.83  0.092
63 H 4.36 3.56 -2.72  0.100
64 H 2.03 2.92 -2.40  0.090
65 H 1.03 5.74 1.02  0.089
66 H -0.36 7.34 2.23  0.093
67 H -2.76 6.90 2.60  0.088
68 H -3.77 4.81 1.75  0.097
69 H -2.35 3.15 0.59  0.075
70 S 3.19 -1.86 1.55  -0.108
71 S 3.93 -1.46 -0.29  -0.144
72 S 3.39 0.47 -0.78  0.007
73 S 1.37 0.43 -1.15  0.025
74 N -1.82 0.27 1.73  -0.052
75 H -2.38 0.49 0.91  -0.031
76 H -1.95 1.02 2.40  0.004
77 H -2.18 -0.59 2.12  -0.070
78 Se -0.82 -2.86 1.80  -0.070
79 C 0.43 -0.39 8.01  -0.225
80 Si 0.00 -0.40 6.13  0.401
81 C -1.71 0.47 5.97  -0.209
82 C -0.20 -2.23 5.65  -0.215
83 Si 1.65 0.88 5.00  0.092
84 Te 1.35 1.44 2.56  0.574
85 Si 3.82 -0.05 5.38  0.389
86 C 4.39 0.37 7.17  -0.231
87 C 3.91 -1.95 5.23  -0.217
88 C 5.06 0.74 4.15  -0.219
89 Si 1.52 3.15 5.72  0.362
90 C 1.58 3.46 7.62  -0.230
91 C 2.96 4.21 5.02  -0.216
92 C -0.07 4.02 5.10  -0.225
93 H -0.33 -0.88 8.61  0.015
94 H 0.55 0.63 8.38  -0.004
95 H 1.37 -0.91 8.18  0.003
96 H -2.51 -0.05 6.50  0.018
97 H -2.00 0.52 4.93  0.007
98 H -1.67 1.49 6.35  0.001
99 H -0.98 -2.74 6.22  0.023
100 H 0.72 -2.77 5.79  0.012
101 H -0.46 -2.33 4.60  -0.064
102 H 3.67 -0.01 7.89  -0.002
103 H 4.45 1.44 7.32  0.001
104 H 5.35 -0.06 7.41  0.011
105 H 3.27 -2.44 5.96  0.006
106 H 4.92 -2.34 5.35  0.021
107 H 3.57 -2.25 4.24  -0.037
108 H 5.09 1.82 4.26  0.004
109 H 4.73 0.53 3.14  -0.003
110 H 6.08 0.37 4.25  0.018
111 H 2.45 3.00 8.05  0.002
112 H 0.70 3.04 8.11  0.001
113 H 1.61 4.52 7.86  0.013
114 H 3.92 3.83 5.34  0.006
115 H 2.90 5.26 5.30  0.019
116 H 2.94 4.16 3.93  -0.008
117 H -0.95 3.68 5.64  0.004
118 H -0.23 3.76 4.05  -0.022
119 H -0.04 5.10 5.16  0.019

---

# 2
Density functional theory data (ωB97M-V with the def2-TZVPD basis set) for a 11-piece molecular cluster, C45H58O23 overall in a non-equilibrium geometry.

Results
energy above the lowest of the compared OMol25 structures with the same formula, charge and spin = 0.000 eV
SMILES = O=C1C=C(O)C(=O)C=C1O.O=C1C=C(O)C(=O)C=C1O.O=C1C=C(O)C(=O)C=C1O.O=C1C=C(O)C(=O)C=C1O.CC(C)=O.CC(C)=O.CC(C)=O.CC(C)=O.CC(C)=O.CC(C)=O.CC(C)=O
total charge = 0
Kohn-Sham gap = 0.23161 Ha
HOMO level = -8.81 eV
E_tot = -94675.4473 eV
2S+1 = 1

Each line ends with the Löwdin charge.
Atoms and positions in Å:
1 C -0.61 4.32 4.74  0.095
2 C 0.53 4.31 5.71  -0.197
3 C 1.85 3.90 5.23  -0.378
4 O 2.84 3.80 5.94  0.092
5 C 2.00 3.48 3.81  0.108
6 C 0.78 3.62 2.85  -0.066
7 C -0.49 4.05 3.39  -0.409
8 O -1.44 4.29 2.61  0.102
9 O 0.89 3.08 1.53  0.006
10 O 0.36 4.61 6.96  0.139
11 H -1.64 4.66 5.03  0.152
12 H 3.06 3.09 3.50  0.146
13 H 1.80 2.99 1.13  0.131
14 H 1.21 4.65 7.46  0.157
15 C -0.06 0.09 -1.31  0.124
16 C -0.79 0.85 -0.23  -0.073
17 C -1.08 0.32 1.08  -0.305
18 O -1.73 1.04 1.85  0.077
19 C -0.49 -1.02 1.41  0.133
20 C 0.13 -1.86 0.31  -0.098
21 C 0.58 -1.18 -0.99  -0.302
22 O 1.42 -1.83 -1.66  0.057
23 O 0.30 -3.19 0.57  0.030
24 O -1.38 2.09 -0.58  0.053
25 H 0.11 0.49 -2.13  0.002
26 H -0.57 -1.36 2.31  0.025
27 H -0.23 -3.46 1.43  0.129
28 H -1.65 2.49 0.26  0.081
29 C -5.00 4.14 4.31  0.109
30 C -4.31 3.28 3.31  -0.197
31 C -4.40 3.65 1.94  -0.350
32 O -3.76 3.10 0.98  0.044
33 C -5.16 4.75 1.48  0.109
34 C -5.80 5.72 2.49  -0.144
35 C -5.76 5.36 3.87  -0.397
36 O -6.23 6.07 4.73  0.119
37 O -6.71 6.66 2.10  0.090
38 O -3.55 2.16 3.55  0.068
39 H -4.96 3.84 5.49  0.174
40 H -5.34 4.91 0.46  0.085
41 H -6.63 6.72 1.12  0.139
42 H -2.93 1.73 2.94  0.067
43 C -0.62 -1.57 -4.53  0.100
44 C 0.07 -0.30 -5.08  -0.034
45 C -0.52 0.52 -6.19  -0.387
46 O 0.02 1.50 -6.67  0.105
47 C -1.79 -0.01 -6.71  0.090
48 C -2.47 -1.26 -6.19  -0.108
49 C -1.85 -2.04 -5.04  -0.332
50 O -2.52 -2.95 -4.51  0.089
51 O -3.66 -1.76 -6.67  0.090
52 O 1.25 0.19 -4.46  0.110
53 H -0.23 -2.20 -3.84  0.065
54 H -1.96 0.41 -7.64  0.077
55 H -3.89 -1.26 -7.49  0.146
56 H 1.45 0.82 -5.02  -0.001
57 C -2.03 -5.39 -2.52  -0.015
58 C -1.26 -6.09 -1.41  -0.442
59 O -1.87 -6.92 -0.74  0.058
60 C 0.17 -5.82 -1.26  -0.010
61 H -1.90 -4.30 -2.81  0.061
62 H -3.05 -5.67 -2.38  0.062
63 H -1.60 -5.89 -3.54  0.145
64 H 0.69 -6.30 -1.75  -0.057
65 H 0.69 -5.77 -0.36  0.087
66 H 0.43 -4.81 -1.46  0.058
67 C -2.03 3.28 -3.59  -0.008
68 C -3.06 4.37 -3.41  -0.513
69 O -3.67 4.94 -4.21  0.112
70 C -3.41 4.73 -1.92  -0.026
71 H -1.63 3.47 -4.58  0.080
72 H -2.59 2.35 -3.38  0.102
73 H -1.25 3.19 -2.83  0.040
74 H -3.62 3.89 -1.37  0.004
75 H -4.42 5.28 -1.82  0.086
76 H -2.89 5.65 -1.46  0.118
77 C 3.69 -4.52 1.16  -0.009
78 C 4.95 -3.83 1.25  -0.469
79 O 5.35 -3.21 2.23  0.054
80 C 5.71 -3.74 -0.07  0.010
81 H 3.56 -5.19 1.92  0.057
82 H 3.52 -5.05 0.24  0.073
83 H 2.87 -3.70 1.27  0.129
84 H 5.38 -4.29 -0.82  0.013
85 H 6.64 -4.12 -0.02  0.047
86 H 5.80 -2.69 -0.36  0.111
87 C 3.08 0.10 5.82  0.012
88 C 2.31 -0.22 4.53  -0.342
89 O 1.07 -0.31 4.51  0.037
90 C 3.12 -0.36 3.17  0.044
91 H 3.55 0.95 5.70  0.020
92 H 3.66 -0.64 6.28  0.078
93 H 2.45 0.28 6.63  0.066
94 H 3.45 0.43 2.68  0.036
95 H 2.59 -0.85 2.53  0.000
96 H 3.88 -0.99 3.24  0.036
97 C 1.29 3.88 -1.70  -0.030
98 C 1.26 5.25 -2.43  -0.448
99 O 1.31 6.38 -1.90  0.018
100 C 1.47 5.12 -3.98  -0.041
101 H 2.39 3.66 -1.47  0.119
102 H 0.92 3.29 -2.41  -0.014
103 H 0.69 4.08 -0.68  0.121
104 H 0.54 4.86 -4.53  0.055
105 H 2.23 4.25 -4.14  0.101
106 H 1.80 6.24 -4.34  0.135
107 C -0.09 -5.68 4.96  -0.027
108 C 0.06 -4.56 3.92  -0.490
109 O -0.56 -4.59 2.93  0.089
110 C 1.21 -3.55 4.10  0.006
111 H -1.00 -6.32 4.47  0.132
112 H -0.38 -5.42 6.14  0.143
113 H 0.80 -6.27 4.99  0.046
114 H 1.40 -3.05 3.23  0.015
115 H 2.13 -4.03 4.29  0.080
116 H 0.93 -2.81 4.86  0.092
117 C 2.85 -4.96 -3.23  -0.020
118 C 1.98 -4.64 -4.40  -0.574
119 O 1.21 -5.41 -4.81  0.105
120 C 2.32 -3.40 -5.15  -0.031
121 H 2.56 -6.05 -2.98  0.106
122 H 2.22 -4.63 -2.29  0.100
123 H 3.86 -5.07 -3.26  0.044
124 H 3.37 -3.60 -5.77  0.156
125 H 2.81 -2.56 -4.59  0.090
126 H 1.64 -3.12 -5.88  0.038